(1)
Molecular formula: C27H33NO9S2
Method: DFT, ωB97M-V/def2-TZVPD

The geometry in XYZ format:
```
72
Properties=species:S:1:pos:R:3:forces:R:3:lowdin_charge:R:1
O 6.084857 -1.763523 0.323916 -0.074 -0.070 0.059 -0.267
S 4.708750 -1.769035 -0.058118 -0.009 0.077 -0.143 0.581
O 3.693407 -1.518222 0.914144 0.057 0.045 0.055 -0.272
O 4.409796 -3.200828 -0.711311 0.101 -0.170 0.023 -0.158
C 4.485868 -0.691744 -1.447825 0.181 0.060 -0.055 -0.229
C 4.979983 0.724629 -1.101610 0.049 -0.069 -0.070 -0.202
C 4.071491 1.796180 -1.709067 -0.068 -0.127 0.036 -0.158
C 2.640588 1.724119 -1.232536 0.067 -0.065 -0.005 -0.241
C 2.325748 1.711263 0.122021 -0.052 0.001 0.178 -0.025
C 1.008237 1.609599 0.549457 0.299 0.052 0.123 0.005
C -0.022495 1.541345 -0.370919 -0.078 0.033 -0.036 -0.275
C 0.284497 1.532494 -1.726588 0.104 0.022 -0.124 -0.452
C 1.607947 1.612866 -2.152692 -0.243 0.016 -0.076 -0.056
S -1.048717 1.418303 -2.883433 0.045 -0.073 -0.046 1.027
C -2.040873 0.263042 -1.976628 0.043 0.071 -0.104 -0.463
C -2.744301 -0.740877 -2.623480 -0.115 -0.153 -0.025 -0.102
C -3.528349 -1.613800 -1.876573 0.001 -0.008 -0.222 -0.087
C -3.583314 -1.495644 -0.500197 -0.027 0.025 0.217 -0.080
C -2.861315 -0.501226 0.144107 0.038 0.032 0.057 -0.015
C -2.104491 0.396959 -0.592293 -0.067 -0.063 0.124 -0.263
N -1.384807 1.452884 0.065883 -0.021 -0.120 0.103 0.053
H 4.052197 -3.117114 -1.602875 -0.094 0.011 0.009 0.083
H 5.063247 -1.122742 -2.269900 -0.029 0.084 0.024 0.114
H 3.422643 -0.712398 -1.698371 -0.005 0.034 0.088 0.109
H 5.057535 0.838267 -0.017111 -0.132 0.042 -0.058 0.107
H 5.988633 0.854653 -1.495636 -0.072 -0.015 0.053 0.107
H 4.076465 1.668515 -2.796060 0.095 0.179 0.062 0.106
H 4.493803 2.777327 -1.475151 0.010 -0.033 -0.115 0.125
H 3.121318 1.754101 0.858986 -0.078 0.010 -0.033 0.118
H 0.777156 1.582913 1.607840 -0.055 -0.002 -0.073 0.118
H 1.828264 1.581873 -3.215443 -0.010 0.001 0.039 0.110
H -2.685033 -0.846980 -3.701473 0.033 0.049 0.078 0.102
H -4.093728 -2.391106 -2.378263 0.044 0.051 0.009 0.102
H -4.201330 -2.160272 0.091480 0.020 0.016 -0.065 0.105
H -2.902453 -0.412017 1.223712 0.020 0.075 -0.105 0.108
H -1.859267 2.336831 -0.101022 0.018 -0.011 0.021 0.134
O -5.883876 0.535353 1.039097 -0.086 0.039 -0.008 0.119
C -5.727874 0.435175 2.220676 0.041 0.035 -0.036 -0.492
C -6.215880 1.358713 3.321562 0.168 -0.060 0.126 -0.074
C -5.353333 0.952005 4.515211 -0.021 0.048 -0.110 -0.143
C -5.056385 -0.512333 4.206878 -0.055 0.205 0.020 -0.155
O -5.035195 -0.590185 2.766217 0.037 -0.071 0.048 0.005
H -7.275329 1.153117 3.485787 -0.023 0.023 -0.009 0.129
H -6.102218 2.395601 3.017969 -0.085 0.001 -0.052 0.123
H -5.829934 1.087493 5.483460 -0.033 -0.030 -0.011 0.116
H -4.425540 1.526139 4.508866 0.005 -0.006 0.024 0.118
H -5.832853 -1.179545 4.577270 0.005 -0.035 0.017 0.119
H -4.098564 -0.849300 4.584851 0.019 -0.085 -0.057 0.115
O 6.595804 2.371473 -3.491282 0.048 -0.026 0.010 0.118
C 6.260153 3.014452 -4.441549 0.005 0.039 0.049 -0.485
C 6.458832 4.496151 -4.694165 -0.182 0.006 -0.121 -0.070
C 5.464839 4.788453 -5.816895 0.032 -0.017 0.083 -0.149
C 5.388015 3.438018 -6.521393 0.002 0.044 -0.034 -0.151
O 5.602382 2.460776 -5.487011 -0.032 -0.026 -0.037 0.022
H 7.493980 4.646816 -5.005726 0.021 0.020 0.022 0.132
H 6.281189 5.058953 -3.782262 0.090 -0.017 0.037 0.125
H 5.764357 5.594948 -6.482178 0.034 -0.023 -0.015 0.115
H 4.491558 5.039734 -5.393822 -0.006 0.008 -0.013 0.118
H 6.171997 3.316856 -7.271685 0.006 0.016 -0.001 0.126
H 4.423818 3.236307 -6.980473 -0.004 -0.042 0.023 0.124
O -4.738024 -2.920331 6.269928 0.007 0.118 0.017 0.118
C -4.367808 -3.767939 5.512531 -0.015 -0.211 0.045 -0.485
C -4.172306 -5.245619 5.794067 0.161 -0.019 -0.147 -0.073
C -3.330679 -5.713896 4.609649 -0.022 0.036 0.087 -0.148
C -3.755812 -4.732552 3.523874 0.062 -0.004 -0.095 -0.144
O -4.066195 -3.509980 4.217956 -0.025 -0.002 0.068 0.011
H -5.158256 -5.713860 5.811506 -0.012 -0.010 0.037 0.132
H -3.701516 -5.382812 6.763205 -0.078 0.005 0.047 0.125
H -3.492609 -6.751335 4.326301 -0.042 0.008 -0.013 0.115
H -2.271008 -5.582715 4.830987 0.004 -0.009 -0.011 0.119
H -4.652909 -5.058698 2.993891 -0.005 -0.019 0.012 0.128
H -2.974777 -4.516070 2.799737 -0.017 0.052 -0.005 0.127
```
Forces are in eV/Å.

HOMO: -8.0 eV
SMILES: O=S(=O)(O)CCCc1ccc2c(c1)Sc1ccccc1N2.O=C1CCCO1.O=C1CCCO1.O=C1CCCO1
Kohn-Sham gap: 8.40 eV
2S+1: 1



(2)
Molecular formula: C27H34AsF2NOPS4Tc
Method: DFT, ωB97M-V/def2-TZVPD

The geometry in XYZ format:
```
72
Properties=species:S:1:pos:R:3:forces:R:3:lowdin_charge:R:1
Tc 0.146410 0.338975 -1.265074 -2.304 0.858 1.630 1.005
C 0.218203 3.815444 1.870346 -0.508 -0.158 0.390 -0.056
C 0.834810 2.495169 2.367580 0.804 0.663 -0.582 -0.344
C 2.302089 2.389927 1.895740 -0.300 0.683 1.385 -0.035
C -0.177824 1.382760 2.209002 0.805 -0.415 0.253 -0.113
C -1.185994 1.564135 3.133524 -2.293 -0.135 -0.111 -0.024
C -2.288334 0.697306 3.193741 0.985 0.325 0.021 -0.014
C -2.232210 -0.496733 2.503098 -0.276 -0.187 0.029 -0.008
C -1.211050 -0.761585 1.584093 -1.329 0.418 1.569 -0.145
C -1.226243 -2.109204 0.971596 0.504 -0.187 -1.636 -0.398
C -1.732962 -2.131196 -0.462654 -0.829 -0.957 0.722 -0.038
C -1.841065 -3.235355 1.739433 -0.661 -1.240 0.519 -0.053
C -0.203311 0.205027 1.424434 -0.705 -0.153 -0.373 -0.163
N 0.777920 -0.117127 0.410702 0.608 1.177 -0.215 -0.096
C 2.054200 -0.420973 0.819947 0.559 -1.715 1.142 -0.245
C 2.189175 -1.327487 1.907749 0.708 -0.353 0.744 0.047
C 3.475613 -1.705717 2.346625 -1.164 0.230 -0.418 -0.028
C 4.589600 -1.257767 1.668618 0.006 -0.166 0.450 -0.022
C 4.431554 -0.451763 0.567642 1.291 0.318 0.569 0.010
C 3.220942 -0.013483 0.178532 -0.551 -0.221 -0.932 -0.291
F 3.202021 0.723673 -0.955823 -0.409 0.058 0.649 -0.064
H 0.766722 4.665149 2.283513 0.105 -0.047 -0.421 0.098
H -0.812326 3.916296 2.244129 0.285 0.031 -0.189 0.072
H 0.174050 3.821759 0.778787 0.190 0.296 0.075 0.027
H 0.884192 2.565504 3.448124 0.244 0.196 0.234 0.136
H 2.423988 2.302343 0.834806 0.055 0.129 -0.570 0.034
H 2.795384 1.573144 2.408690 0.152 -0.309 -0.074 0.080
H 2.825156 3.306551 2.267823 -0.438 -0.603 -0.555 0.115
H -1.237996 2.484722 3.731352 0.301 -0.557 -0.215 0.138
H -3.148173 0.920589 3.805155 0.061 0.017 0.310 0.121
H -2.981217 -1.256916 2.763670 0.337 0.376 -0.519 0.125
H -0.214483 -2.367117 0.840410 1.686 -0.597 0.118 0.103
H -2.707127 -1.681806 -0.440210 -0.710 0.061 -0.498 0.080
H -1.778630 -3.184310 -0.793285 -0.056 0.593 -0.089 0.110
H -1.135206 -1.589267 -1.164794 0.561 0.311 -0.603 0.001
H -2.925966 -3.181937 1.956594 0.500 0.068 -0.497 0.100
H -1.365198 -3.322923 2.694006 0.277 0.059 0.830 0.085
H -1.620053 -4.216323 1.257604 -0.339 0.794 0.044 0.110
H 1.320905 -1.789131 2.443594 0.695 0.857 -0.734 0.145
H 3.609301 -2.349548 3.194399 -0.206 -0.217 0.242 0.117
H 5.583540 -1.511819 2.007385 0.017 -0.100 -0.032 0.131
H 5.304405 -0.059069 0.099963 0.415 0.170 -0.597 0.140
S 3.932117 2.871242 -2.904161 0.744 0.269 0.116 0.234
As 2.006155 2.649887 -3.284737 0.404 0.462 -0.734 -0.224
S 1.235289 -0.119916 -3.029054 -0.369 -2.305 -0.590 0.656
S 0.666812 2.431502 -1.551440 -0.417 0.766 0.832 0.247
S 0.907027 2.617707 -4.958760 -0.306 0.228 -0.448 0.161
F 1.755932 -5.870389 -2.155022 0.196 -0.736 0.397 0.141
C 1.547073 -4.577915 -2.230547 -0.372 -0.556 -0.525 -0.284
C 0.451374 -4.169027 -2.951074 0.781 1.760 -0.181 0.026
C 0.306407 -2.827949 -3.227675 -1.315 1.138 -0.731 -0.080
C 1.188857 -1.895961 -2.664102 0.624 0.409 -0.008 -0.563
C 2.225222 -2.336216 -1.835997 -0.546 -1.400 -0.736 -0.092
C 2.421502 -3.705190 -1.674526 1.418 0.971 2.062 0.035
H -0.142743 -4.863264 -3.430260 -1.293 -1.436 -0.711 0.116
H -0.542822 -2.467106 -3.883029 1.169 -0.534 0.763 0.148
H 2.912636 -1.688465 -1.364327 0.505 0.622 0.121 0.074
H 3.222054 -4.038092 -0.973058 -0.631 0.055 -0.949 0.155
C -2.248022 3.227897 -2.726131 -1.366 -2.693 -0.155 -0.158
P -2.854170 1.850300 -1.571312 -0.595 0.561 -0.922 0.756
C -4.205455 0.776544 -2.176047 0.050 1.680 0.657 -0.124
C -3.455767 2.627698 -0.058613 -0.099 -1.807 0.612 -0.144
O -1.807067 0.711085 -1.244326 0.591 0.764 -0.630 -0.559
H -3.049093 3.654436 -3.319662 -0.618 -0.042 0.272 0.070
H -1.627885 2.729354 -3.468755 0.584 0.282 0.178 -0.005
H -1.810103 3.985575 -2.145188 0.944 0.831 0.589 0.022
H -5.164909 1.297503 -2.372607 0.623 -0.386 0.200 0.091
H -4.239014 0.097310 -1.335627 -0.569 -0.306 0.225 0.045
H -3.866279 0.218768 -3.011472 0.240 -0.387 -0.976 0.050
H -4.348231 3.204932 -0.241254 -0.071 0.615 -0.400 0.068
H -2.663027 3.197849 0.435641 -0.273 -0.102 0.043 0.056
H -3.858708 1.779952 0.582557 0.896 0.906 -0.433 0.087
```
Forces are in eV/Å.

HOMO (alpha / beta): -14.3 / -14.2 eV
Kohn-Sham gap (alpha / beta): 6.16 / 5.71 eV
total charge: +2
2S+1: 1



Question: What is the 2S+1 in the second record?
Answer: 1



Question: Number 1 is which compound?
Answer: C27H33NO9S2